Entry from the Open Molecules 2025 dataset: a cluster of 10 separate species, C28H45BN10O3 in total at a distorted geometry (the ωB97M-V functional and the def2-TZVPD basis).

Summary:
Lowest unoccupied orbital energy = 0.298 eV
Spin multiplicity = 1
Maximum force = 5.9 eV Å⁻¹
SMILES = C#CCOC(=O)N(B(C)O)[C@@H](C)CCC.CC#N.CC#N.CC#N.CC#N.CC#N.CC#N.CC#N.CC#N.CC#N
HOMO level = -9.11 eV

Each atom is followed by the atoms it is bonded to, with distances in Å.
Geometry (Å):
1 C 0.7208 -2.7668 -2.9648  C2 1.299, H16 1.147
2 C 1.5696 -1.8844 -3.3996  C1 1.299, C3 1.598
3 C 2.6778 -0.8246 -3.8502  C2 1.598, O4 1.457, H17 1.160, H18 1.163
4 O 2.2065 0.2173 -4.7531  C3 1.457, C5 1.438
5 C 0.7940 0.1342 -5.0090  O4 1.438, O6 1.288, N7 1.464
6 O 0.4459 -0.5695 -6.0300  C5 1.288
7 N -0.2772 0.8106 -4.2751  C5 1.464, B8 1.497, C11 1.492
8 B 0.1905 1.8412 -3.2953  N7 1.497, C9 1.625, O10 1.479
9 C 1.2951 1.6696 -2.1164  B8 1.625, H19 1.163, H20 1.148, H21 1.167
10 O -0.4033 3.1886 -3.4331  B8 1.479, H22 0.999
11 C -1.3481 -0.0961 -3.7696  N7 1.492, C12 1.608, C13 1.646, H23 1.164
12 C -1.4817 -0.2183 -2.1713  C11 1.608, H24 1.158, H25 1.165, H26 1.166
13 C -2.7491 0.4007 -4.4766  C11 1.646, C14 1.614, H27 1.148, H28 1.166
14 C -4.0168 0.3617 -3.4777  C13 1.614, C15 1.616, H29 1.166, H30 1.156
15 C -5.3591 0.6388 -4.3340  C14 1.616, H31 1.157, H32 1.158, H33 1.149
16 H 0.0270 -3.4939 -2.4130  C1 1.147
17 H 3.1352 -0.2949 -2.9249  C3 1.160
18 H 3.5756 -1.3548 -4.3657  C3 1.163
19 H 1.4468 0.5485 -1.8449  C9 1.163
20 H 2.2836 2.2272 -2.2868  C9 1.148
21 H 0.8233 2.1424 -1.1593  C9 1.167
22 H 0.3713 3.7272 -3.7603  O10 0.999
23 H -1.1997 -1.1799 -4.1683  C11 1.164
24 H -1.9919 0.6850 -1.6564  C12 1.158
25 H -0.4915 -0.5155 -1.6333  C12 1.165
26 H -2.1969 -1.1177 -1.9721  C12 1.166
27 H -2.6778 1.4616 -4.9085  C13 1.148
28 H -2.9928 -0.3523 -5.3332  C13 1.166
29 H -3.9373 1.2068 -2.6788  C14 1.166
30 H -4.1568 -0.6568 -2.9498  C14 1.156
31 H -5.1619 1.3893 -5.1922  C15 1.157
32 H -5.6793 -0.3518 -4.8410  C15 1.158
33 H -6.2538 1.0056 -3.7130  C15 1.149
34 C -6.2724 2.9328 -1.0909  C35 1.466, H37 1.093, H38 1.093, H39 1.093
35 C -5.0181 2.2563 -0.7456  C34 1.466, N36 1.153
36 N -4.0338 1.7221 -0.4728  C35 1.153
37 H -6.9624 2.2609 -1.6078  C34 1.093
38 H -6.7871 3.3045 -0.2011  C34 1.093
39 H -6.0998 3.7893 -1.7478  C34 1.093
40 C -0.1114 0.6081 1.8004  C41 1.467, H43 1.091, H44 1.093, H45 1.094
41 C 1.0475 0.2695 0.9666  C40 1.467, N42 1.154
42 N 1.9558 0.0032 0.3069  C41 1.154
43 H -0.2322 -0.0945 2.6269  C40 1.091
44 H -0.0166 1.6066 2.2350  C40 1.093
45 H -1.0404 0.5924 1.2236  C40 1.094
46 C -5.5608 -0.6960 2.2835  C47 1.467, H49 1.093, H50 1.093, H51 1.093
47 C -6.6382 -0.6752 1.2881  C46 1.467, N48 1.153
48 N -7.4839 -0.6575 0.5048  C47 1.153
49 H -5.9545 -0.7593 3.3014  C46 1.093
50 H -4.8960 -1.5514 2.1391  C46 1.093
51 H -4.9452 0.2059 2.2289  C46 1.093
52 C 6.9268 -2.6610 -4.8943  C53 1.467, H55 1.093, H56 1.093, H57 1.093
53 C 6.7098 -2.4402 -3.4603  C52 1.467, N54 1.154
54 N 6.5404 -2.2669 -2.3324  C53 1.154
55 H 7.0149 -3.7250 -5.1287  C52 1.093
56 H 6.1019 -2.2644 -5.4920  C52 1.093
57 H 7.8422 -2.1753 -5.2420  C52 1.093
58 C 2.7694 -3.3854 1.3347  C59 1.467, H61 1.093, H62 1.093, H63 1.093
59 C 2.5641 -3.1684 2.7705  C58 1.467, N60 1.153
60 N 2.4027 -2.9971 3.8995  C59 1.153
61 H 2.8456 -4.4492 1.0944  C58 1.093
62 H 1.9452 -2.9777 0.7437  C58 1.093
63 H 3.6873 -2.9074 0.9824  C58 1.093
64 C -0.0042 1.2933 6.0175  C65 1.466, H67 1.093, H68 1.093, H69 1.093
65 C -0.9557 0.7330 5.0537  C64 1.466, N66 1.153
66 N -1.7010 0.2896 4.2937  C65 1.153
67 H 0.8229 0.6056 6.2122  C64 1.093
68 H 0.4308 2.2289 5.6566  C64 1.093
69 H -0.4812 1.5068 6.9776  C64 1.093
70 C -4.5067 3.1631 4.4685  C71 1.467, H73 1.093, H74 1.093, H75 1.093
71 C -3.5649 3.5871 5.5098  C70 1.467, N72 1.153
72 N -2.8236 3.9189 6.3277  C71 1.153
73 H -5.4490 3.7139 4.5298  C70 1.093
74 H -4.0996 3.3265 3.4672  C70 1.093
75 H -4.7461 2.0998 4.5519  C70 1.093
76 C 4.3676 0.1103 3.9293  C77 1.467, H79 1.092, H80 1.093, H81 1.093
77 C 3.7540 1.3299 4.4659  C76 1.467, N78 1.153
78 N 3.2700 2.2880 4.8877  C77 1.153
79 H 5.1207 -0.2937 4.6085  C76 1.092
80 H 3.6247 -0.6751 3.7652  C76 1.093
81 H 4.8609 0.2949 2.9721  C76 1.093
82 C 7.5367 -3.2270 4.9904  C83 1.467, H85 1.093, H86 1.093, H87 1.093
83 C 7.2167 -2.1255 4.0764  C82 1.467, N84 1.153
84 N 6.9652 -1.2597 3.3580  C83 1.153
85 H 6.6864 -3.9015 5.1208  C82 1.093
86 H 8.3727 -3.8264 4.6208  C82 1.093
87 H 7.8142 -2.8595 5.9817  C82 1.093

=====

Entry from the Open Molecules 2025 dataset: a cluster of 6 separate species, C28H45N2O25PS in total at a distorted geometry (the ωB97M-V functional and the def2-TZVPD basis).

Summary:
Lowest unoccupied orbital energy = 0.051 eV
Spin multiplicity = 1
Maximum force = 1.8 eV Å⁻¹
SMILES = C#CN(C[C@@](O)(CCCO)O[C@@H](CCCS(=O)(=O)O)CC(=O)O)P(=N)(O)O.O=C1OCCO1.O=C1OCCO1.O=C1OCCO1.O=C1OCCO1.O=C1OCCO1
HOMO level = -8.65 eV

Each atom is followed by the atoms it is bonded to, with distances in Å.
Geometry (Å):
1 C -0.9810 -3.7516 -3.6765  C2 1.197, H28 1.057
2 C -1.6370 -3.0285 -2.9847  C1 1.197, N3 1.361
3 N -2.3719 -2.2018 -2.1919  C2 1.361, C4 1.505, P24 1.711
4 C -1.8130 -2.1805 -0.7942  N3 1.505, C5 1.569, H29 1.087, H30 1.083
5 C -1.9510 -0.7563 -0.1502  C4 1.569, O6 1.423, C7 1.545, O11 1.397
6 O -2.6793 0.0753 -1.0469  C5 1.423, H31 0.962
7 C -2.7582 -0.9370 1.1545  C5 1.545, C8 1.547, H32 1.087, H33 1.087
8 C -2.5626 0.1840 2.2031  C7 1.547, C9 1.529, H34 1.080, H35 1.091
9 C -1.8285 -0.3485 3.4335  C8 1.529, O10 1.436, H36 1.090, H37 1.080
10 O -2.7272 -0.8588 4.4312  C9 1.436, H38 0.960
11 O -0.7497 -0.1562 0.2361  C5 1.397, C12 1.410
12 C 0.1692 0.1003 -0.8027  O11 1.410, C13 1.555, C20 1.545, H39 1.090
13 C -0.0775 1.3881 -1.6393  C12 1.555, C14 1.517, H40 1.089, H41 1.087
14 C -0.8467 2.5364 -1.0131  C13 1.517, C15 1.552, H42 1.084, H43 1.077
15 C -1.0375 3.5634 -2.1612  C14 1.552, S16 1.757, H44 1.084, H45 1.087
16 S -0.8926 5.2249 -1.6075  C15 1.757, O17 1.439, O18 1.427, O19 1.592
17 O 0.4832 5.4717 -1.2673  S16 1.439
18 O -1.8606 5.4974 -0.5950  S16 1.427
19 O -1.2136 6.0522 -2.9287  S16 1.592, H46 0.970
20 C 1.5519 0.2087 -0.1224  C12 1.545, C21 1.503, H47 1.085, H48 1.080
21 C 1.5322 1.2421 0.9691  C20 1.503, O22 1.200, O23 1.357
22 O 1.1060 1.0619 2.0766  C21 1.200
23 O 2.0791 2.4329 0.6170  C21 1.357, H49 0.968
24 P -3.9921 -2.7458 -2.2714  N3 1.711, N25 1.545, O26 1.585, O27 1.593
25 N -4.2904 -4.1618 -1.7306  P24 1.545, H50 1.012
26 O -4.8957 -1.6603 -1.5515  P24 1.585, H51 0.967
27 O -4.3444 -2.6558 -3.8222  P24 1.593, H52 0.968
28 H -0.5559 -4.5136 -4.2733  C1 1.057
29 H -0.7658 -2.4496 -0.9029  C4 1.087
30 H -2.3366 -2.9137 -0.1930  C4 1.083
31 H -3.3274 0.5414 -0.5095  O6 0.962
32 H -2.3828 -1.8556 1.5993  C7 1.087
33 H -3.8038 -1.1231 0.9229  C7 1.087
34 H -2.1180 1.0795 1.7952  C8 1.080
35 H -3.5581 0.4707 2.5455  C8 1.091
36 H -1.1614 -1.1715 3.1781  C9 1.090
37 H -1.2187 0.4027 3.9139  C9 1.080
38 H -3.6264 -0.7990 4.1010  O10 0.960
39 H 0.2472 -0.7264 -1.5093  C12 1.090
40 H -0.6088 1.0796 -2.5387  C13 1.089
41 H 0.8893 1.7484 -1.9812  C13 1.087
42 H -0.3090 3.0353 -0.2155  C14 1.084
43 H -1.8225 2.2274 -0.6766  C14 1.077
44 H -1.9389 3.3901 -2.7385  C15 1.084
45 H -0.2096 3.4243 -2.8518  C15 1.087
46 H -0.9644 6.9706 -2.7381  O19 0.970
47 H 2.2692 0.5523 -0.8604  C20 1.085
48 H 1.8381 -0.7213 0.3458  C20 1.080
49 H 1.7441 3.0911 1.2424  O23 0.968
50 H -3.4767 -4.6328 -1.3574  N25 1.012
51 H -5.0186 -0.8707 -2.0959  O26 0.967
52 H -4.8943 -3.4326 -3.9980  O27 0.968
53 C 3.2940 7.2732 -0.3091  C54 1.513, O58 1.432, H59 1.086, H60 1.091
54 C 2.4017 8.1704 0.5207  C53 1.513, O55 1.430, H61 1.092, H62 1.086
55 O 3.3349 9.0973 1.0808  C54 1.430, C56 1.359
56 C 4.4286 9.1375 0.2755  O55 1.359, O57 1.185, O58 1.355
57 O 5.3062 9.9278 0.3724  C56 1.185
58 O 4.3719 8.1516 -0.6517  C53 1.432, C56 1.355
59 H 2.8057 6.8928 -1.2010  C53 1.086
60 H 3.6923 6.4343 0.2640  C53 1.091
61 H 1.6796 8.7193 -0.0870  C54 1.092
62 H 1.8730 7.6387 1.3068  C54 1.086
63 C -1.0121 5.5276 3.5884  C64 1.518, O68 1.427, H69 1.086, H70 1.091
64 C -0.7386 5.2519 5.0559  C63 1.518, O65 1.431, H71 1.092, H72 1.087
65 O -1.5418 4.0937 5.3024  C64 1.431, C66 1.355
66 C -1.7416 3.4630 4.1203  O65 1.355, O67 1.185, O68 1.350
67 O -2.2236 2.3879 3.9906  C66 1.185
68 O -1.3100 4.2239 3.0916  C63 1.427, C66 1.350
69 H -0.1623 5.9501 3.0599  C63 1.086
70 H -1.8797 6.1698 3.4326  C63 1.091
71 H 0.3068 5.0013 5.2472  C64 1.092
72 H -1.0344 6.0671 5.7106  C64 1.087
73 C 3.4921 -4.7241 -0.5290  C74 1.515, O78 1.435, H79 1.087, H80 1.091
74 C 2.3814 -5.3642 -1.3370  C73 1.515, O75 1.435, H81 1.086, H82 1.085
75 O 1.2133 -4.7398 -0.7841  C74 1.435, C76 1.340
76 C 1.5797 -3.5709 -0.2409  O75 1.340, O77 1.194, O78 1.351
77 O 0.8182 -2.7376 0.1470  C76 1.194
78 O 2.9243 -3.4497 -0.1922  C73 1.435, C76 1.351
79 H 4.4128 -4.5968 -1.0918  C73 1.087
80 H 3.7082 -5.2655 0.3930  C73 1.091
81 H 2.4400 -5.1247 -2.3946  C74 1.086
82 H 2.3304 -6.4422 -1.2234  C74 1.085
83 C -0.8822 -3.6435 5.6703  C84 1.512, O88 1.435, H89 1.087, H90 1.091
84 C -2.1117 -4.4694 5.3640  C83 1.512, O85 1.429, H91 1.092, H92 1.086
85 O -1.9901 -4.6777 3.9554  C84 1.429, C86 1.354
86 C -0.6839 -4.5562 3.6188  O85 1.354, O87 1.187, O88 1.352
87 O -0.2441 -4.8293 2.5507  C86 1.187
88 O 0.0372 -4.0732 4.6558  C83 1.435, C86 1.352
89 H -0.4725 -3.8311 6.6594  C83 1.087
90 H -1.0683 -2.5754 5.5528  C83 1.091
91 H -2.1035 -5.4393 5.8660  C84 1.092
92 H -3.0393 -3.9540 5.5964  C84 1.086
93 C 5.0463 -5.0741 -5.8739  C94 1.516, O98 1.432, H99 1.086, H100 1.091
94 C 3.8864 -5.0828 -6.8502  C93 1.516, O95 1.432, H101 1.091, H102 1.086
95 O 3.0063 -6.0496 -6.2663  C94 1.432, C96 1.351
96 C 3.2765 -6.1266 -4.9452  O95 1.351, O97 1.188, O98 1.356
97 O 2.6137 -6.7073 -4.1491  C96 1.188
98 O 4.4086 -5.4435 -4.6455  C93 1.432, C96 1.356
99 H 5.5230 -4.1026 -5.7795  C93 1.086
100 H 5.8026 -5.8222 -6.1152  C93 1.091
101 H 3.3712 -4.1223 -6.8967  C94 1.091
102 H 4.1708 -5.3836 -7.8544  C94 1.086